Record 1
C4H7N3 in the gas phase. Source: the OMol25 dataset; level of theory: ωB97M-V/def2-TZVPD.

The calculated total energy is -8728.09468 eV. The value obtained for the largest force on an atom is 0.48 eV/A. Its structure (SMILES) is NC1=C[C@]2(N)N[C@H]12.

```
14
Properties=species:S:1:pos:R:3:nbo_charge:R:1
H -0.01 -2.18 -0.22 0.21
C 0.06 -1.11 -0.05 -0.48
N -2.22 -0.15 0.29 -0.79
C -0.97 -0.06 -0.25 0.47
H 2.80 -1.32 0.30 0.38
H -2.89 0.59 0.17 0.39
H -1.23 1.72 -1.12 0.35
H 0.10 1.60 0.86 0.18
C 1.08 -0.24 0.12 0.26
N 2.40 -0.40 0.42 -0.78
H -2.36 -0.76 1.08 0.40
N -0.60 0.92 -1.15 -0.58
H 2.99 0.37 0.14 0.39
C 0.45 1.11 -0.05 -0.40
```


Record 2
C4H7N3 in the gas phase in a non-equilibrium geometry. Source: the OMol25 dataset; level of theory: ωB97M-V/def2-TZVPD.

The calculated total energy is -8731.18093 eV. The value obtained for the largest force on an atom is 1.13 eV/A. Its structure (SMILES) is [H]/N=C(\C#N)NCC.

```
14
Properties=species:S:1:pos:R:3:nbo_charge:R:1
C 1.50 -0.22 0.31 0.34
H -2.43 0.38 0.73 0.21
H -0.40 -0.15 -1.52 0.21
C -0.86 -0.39 -0.56 -0.22
N 0.15 -0.26 0.49 -0.58
H 3.28 -0.41 0.97 0.36
N 2.31 -0.57 1.23 -0.65
H -1.75 1.58 -0.38 0.22
H -2.87 0.34 -0.98 0.22
N 2.36 0.70 -1.99 -0.27
H -0.09 -0.65 1.39 0.40
C 1.95 0.29 -0.99 0.20
C -2.05 0.53 -0.28 -0.61
H -1.19 -1.43 -0.62 0.19
```


Record 3
A gas-phase ion, C4H7N3 (charge +2) in a non-equilibrium geometry. Source: the OMol25 dataset; level of theory: ωB97M-V/def2-TZVPD.

The calculated total energy is -8708.34761 eV. The value obtained for the largest force on an atom is 4.44 eV/A. Its structure (SMILES) is C#[N+]/C=C\N=C\[NH3+]. As for the net charge: +2.

```
14
Properties=species:S:1:pos:R:3:nbo_charge:R:1
N 0.98 -1.30 1.10 -0.17
H -1.56 2.24 -0.86 0.50
H -1.78 0.25 0.30 0.27
C 1.25 -1.90 -0.05 -0.06
C 0.36 -1.36 -1.07 0.12
C 0.39 -0.48 1.65 0.28
H 2.11 -2.63 -0.07 0.33
N -0.23 -0.23 -0.97 -0.30
H 0.43 -1.69 -2.15 0.31
N -0.61 1.96 -0.30 -0.77
H 0.34 2.09 -0.70 0.49
H -0.88 2.56 0.59 0.48
H -0.02 0.07 2.53 0.33
C -0.77 0.43 -0.01 0.18
```


Record 4
C4H7N3O in the gas phase in a non-equilibrium geometry. Source: the OMol25 dataset; level of theory: ωB97M-V/def2-TZVPD.

The calculated total energy is -10778.24037 eV. The value obtained for the largest force on an atom is 2.37 eV/A. Its structure (SMILES) is OCCc1cn[nH]n1.

```
15
Properties=species:S:1:pos:R:3:nbo_charge:R:1
N 0.14 0.41 -0.88 -0.29
C -0.50 -1.02 1.00 -0.47
C 1.53 0.68 0.87 -0.11
H -2.53 -1.74 1.13 0.18
C -1.95 -1.02 0.56 -0.05
C 0.38 0.00 0.40 0.10
H 1.26 1.77 -1.91 0.40
H -0.08 -2.02 0.83 0.23
H 2.03 0.64 1.82 0.22
N 2.00 1.46 -0.10 -0.21
N 1.11 1.29 -1.05 -0.14
H -1.58 -0.58 -1.24 0.49
O -1.98 -1.38 -0.78 -0.72
H -2.40 -0.06 0.76 0.16
H -0.42 -0.98 2.11 0.22
```


Record 5
C4H7N3O in the gas phase in a non-equilibrium geometry. Source: the OMol25 dataset; level of theory: ωB97M-V/def2-TZVPD.

The calculated total energy is -10770.36937 eV. The value obtained for the largest force on an atom is 6.00 eV/A. Its structure (SMILES) is C1=NN[C@@H]2C[C@H]2ON1.

```
15
Properties=species:S:1:pos:R:3:nbo_charge:R:1
N 0.66 0.09 1.56 -0.49
C -1.54 0.03 0.83 0.14
H 1.51 -1.11 -1.76 0.26
H 0.96 1.20 2.07 0.37
C 0.34 0.43 -0.79 0.02
C 0.98 -0.44 0.17 -0.14
H -2.70 -0.25 -1.02 0.41
H 0.44 1.44 -0.14 0.19
H -2.61 -0.25 1.25 0.19
N -0.75 0.20 1.90 -0.29
C 1.73 -0.12 -1.11 -0.42
H 0.73 -1.60 0.33 0.23
O -0.73 0.09 -1.55 -0.36
H 2.75 0.56 -1.13 0.25
N -1.78 -0.26 -0.61 -0.37
```


Record 6
C4H7N3O in the gas phase in a non-equilibrium geometry. Source: the OMol25 dataset; level of theory: ωB97M-V/def2-TZVPD.

The calculated total energy is -10775.04642 eV. The value obtained for the largest force on an atom is 6.79 eV/A. Its structure (SMILES) is [H]/N=c1/ccn(C)n1O.

```
15
Properties=species:S:1:pos:R:3:nbo_charge:R:1
N 0.11 -0.35 -0.49 0.00
H 1.56 2.08 1.23 0.26
C 0.37 0.16 1.53 0.04
H -0.93 -2.50 1.86 0.23
H 0.16 -0.10 2.59 0.22
C -0.91 -2.04 0.86 -0.41
H 0.14 1.60 -2.15 0.34
N 0.54 1.93 -1.29 -0.72
H -1.46 0.31 -1.47 0.45
H -0.28 -2.82 0.25 0.22
C 0.64 0.98 -0.44 0.35
C 1.01 1.18 0.90 -0.38
O -0.88 -0.47 -1.55 -0.56
H -1.91 -2.01 0.54 0.21
N -0.20 -0.78 0.71 -0.24
```


Record 7
C4H7N3O in the gas phase in a non-equilibrium geometry. Source: the OMol25 dataset; level of theory: ωB97M-V/def2-TZVPD.

The calculated total energy is -10773.73159 eV. The value obtained for the largest force on an atom is 7.00 eV/A. Its structure (SMILES) is COCc1nc[nH]n1.

```
15
Properties=species:S:1:pos:R:3:nbo_charge:R:1
N -0.35 0.77 0.78 -0.52
N -0.25 -1.60 1.24 -0.29
H 2.08 -1.24 -1.06 0.19
C 0.19 -0.59 0.51 0.30
H 0.37 -2.26 -1.10 0.24
C -1.02 0.50 1.91 0.20
H -0.18 1.74 -2.77 0.19
O 0.20 0.02 -1.98 -0.58
H -1.24 -1.42 3.21 0.44
C 0.77 -1.04 -1.02 -0.11
C 0.31 1.40 -1.90 -0.27
N -1.03 -0.80 2.17 -0.41
H -1.16 1.27 2.76 0.23
H 1.33 1.66 -1.91 0.15
H -0.01 1.57 -0.84 0.24
```


Record 8
C4H7N3O in the gas phase in a non-equilibrium geometry. Source: the OMol25 dataset; level of theory: ωB97M-V/def2-TZVPD.

The calculated total energy is -10774.31975 eV. The value obtained for the largest force on an atom is 6.80 eV/A. Its structure (SMILES) is O=CN/N=C\N1CC1.

```
15
Properties=species:S:1:pos:R:3:nbo_charge:R:1
C 1.55 0.63 2.33 0.52
H 2.68 0.43 2.09 0.14
H -0.13 0.32 1.48 0.39
C 1.02 -0.71 -0.89 0.29
H -1.48 -1.39 -0.12 0.21
N 0.83 0.30 1.22 -0.48
H 1.72 -1.03 -1.57 0.19
H -2.27 -1.25 -1.92 0.22
N 1.39 -0.66 0.34 -0.29
N -0.20 -0.28 -1.72 -0.46
C -1.49 -0.89 -1.11 -0.27
H -1.40 1.30 -0.19 0.18
C -1.31 0.67 -1.29 -0.25
O 0.98 1.26 3.25 -0.59
H -1.89 1.29 -1.89 0.22
```


Record 9
C4H7N3O in the gas phase in a non-equilibrium geometry. Source: the OMol25 dataset; level of theory: ωB97M-V/def2-TZVPD.

The calculated total energy is -10775.81740 eV. The value obtained for the largest force on an atom is 6.71 eV/A. Its structure (SMILES) is [H]/N=C/N/C=C/NC=O.

```
15
Properties=species:S:1:pos:R:3:nbo_charge:R:1
H 3.49 1.27 1.05 0.17
N 1.70 2.21 0.53 -0.71
O -2.92 -1.96 -0.99 -0.61
C 0.62 -0.29 0.24 -0.07
H -1.50 -2.16 0.37 0.14
H -0.31 1.58 -0.66 0.26
C -0.31 0.51 -0.35 -0.07
H -2.03 0.47 -1.50 0.41
H 1.95 -0.92 1.53 0.40
C -1.90 -1.43 -0.47 0.50
H 0.35 -1.34 0.62 0.19
C 2.40 1.15 0.88 0.24
N 1.88 -0.06 0.67 -0.58
H 2.25 3.10 0.65 0.35
N -1.53 -0.15 -0.60 -0.61
```


Record 10
C4H7N3O in the gas phase in a non-equilibrium geometry. Source: the OMol25 dataset; level of theory: ωB97M-V/def2-TZVPD.

The calculated total energy is -10776.33515 eV. The value obtained for the largest force on an atom is 4.44 eV/A. Its structure (SMILES) is CNc1cc(N)no1.

```
15
Properties=species:S:1:pos:R:3:nbo_charge:R:1
C 0.52 -0.20 -0.36 0.53
H -1.16 0.79 0.55 0.23
H 0.10 2.54 -0.81 0.22
H -1.95 -3.07 0.76 0.38
N -0.07 -2.30 -0.07 -0.21
H 1.48 2.98 0.04 0.19
H -2.21 -1.79 1.87 0.37
H 2.28 0.76 0.12 0.40
H 1.36 2.49 -1.69 0.20
N 1.48 0.82 -0.44 -0.63
C 1.05 2.19 -0.71 -0.43
O 0.99 -1.48 -0.50 -0.31
C -0.82 -0.14 0.02 -0.46
C -0.97 -1.51 0.39 0.30
N -2.09 -2.08 0.84 -0.79
```


Record 11
C4H7N3O in the gas phase in a non-equilibrium geometry. Source: the OMol25 dataset; level of theory: ωB97M-V/def2-TZVPD.

The calculated total energy is -10776.23308 eV. The value obtained for the largest force on an atom is 2.50 eV/A. Its structure (SMILES) is C/N=C(\N)[C@]1(O)C=N1.

```
15
Properties=species:S:1:pos:R:3:nbo_charge:R:1
H -2.15 0.66 -0.12 0.39
C 0.58 -0.89 0.88 0.27
C -0.21 0.03 0.04 0.37
H 0.49 -1.17 2.79 0.49
N -1.45 0.38 0.54 -0.83
H -1.81 -0.15 1.31 0.40
H -1.36 0.73 -2.32 0.18
N 0.31 0.43 -1.05 -0.48
H -0.78 2.19 -1.49 0.18
N 1.80 -1.76 -0.11 -0.23
C -0.46 1.25 -1.96 -0.45
O -0.03 -1.39 1.99 -0.69
C 2.03 -0.95 0.81 0.00
H 2.86 -0.82 1.51 0.18
H 0.16 1.47 -2.82 0.21
```


Record 12
A molecular structure, C4H7N3O in a non-equilibrium geometry. Source: the OMol25 dataset; level of theory: ωB97M-V/def2-TZVPD.

The calculated total energy is -10773.99408 eV. The value obtained for the largest force on an atom is 5.11 eV/A.

```
15
Properties=species:S:1:pos:R:3:nbo_charge:R:1
H -3.13 0.03 -0.02 0.18
N -1.14 -0.70 -0.61 -0.70
C 0.64 0.88 -0.40 0.35
N 1.98 1.00 0.01 -0.53
H 1.41 -2.33 0.34 0.45
H -1.40 1.13 0.58 0.29
H 3.46 -0.69 0.16 0.21
H -1.73 -0.55 -1.58 0.39
C 0.15 -0.38 -0.41 0.19
C 2.34 -0.33 0.10 0.20
H -2.13 -1.14 1.36 0.20
C -1.98 -0.15 0.50 -0.51
O -0.20 1.88 -0.11 -0.66
N 1.34 -1.22 -0.05 -0.56
H 0.39 2.57 0.12 0.51
```


Record 13
C4H7N3O in the gas phase in a non-equilibrium geometry. Source: the OMol25 dataset; level of theory: ωB97M-V/def2-TZVPD.

The calculated total energy is -10777.76126 eV. The value obtained for the largest force on an atom is 4.07 eV/A. Its structure (SMILES) is Nc1n[nH]cc1CO.

```
15
Properties=species:S:1:pos:R:3:nbo_charge:R:1
C -1.19 -0.83 0.89 -0.02
H 1.35 2.43 0.16 0.48
N 1.67 -0.30 -1.14 -0.82
C -0.15 -0.08 0.46 -0.23
H 2.03 -0.97 -1.81 0.38
H -1.27 1.86 0.67 0.18
H -1.83 -2.68 0.00 0.41
C 0.55 -0.76 -0.56 0.31
N -1.15 -1.93 0.10 -0.35
O 0.60 2.10 -0.28 -0.73
H 1.60 0.66 -1.49 0.41
C -0.25 1.41 0.61 -0.06
N -0.01 -2.00 -0.68 -0.33
H 0.11 1.63 1.60 0.16
H -2.08 -0.56 1.48 0.22
```


Record 14
C4H7N3O in the gas phase in a non-equilibrium geometry. Source: the OMol25 dataset; level of theory: ωB97M-V/def2-TZVPD.

The calculated total energy is -10774.43199 eV. The value obtained for the largest force on an atom is 8.57 eV/A. Its structure (SMILES) is C=C1CNC(=O)N1N.

```
15
Properties=species:S:1:pos:R:3:nbo_charge:R:1
C -0.66 -0.02 -0.18 0.17
H -1.97 1.63 0.24 0.19
H 0.67 2.79 -0.77 0.38
H 0.55 2.21 0.95 0.36
N 1.02 -1.66 -0.36 -0.66
H -0.71 -1.93 0.94 0.23
H -1.07 -2.12 -0.47 0.21
N 1.02 2.01 -0.08 -0.62
H 1.35 -2.74 0.20 0.42
C 1.61 -0.32 -0.22 0.77
H -2.81 0.26 -0.22 0.21
C -1.86 0.57 -0.03 -0.52
O 2.71 0.10 0.16 -0.57
C -0.42 -1.38 0.16 -0.27
N 0.56 0.60 -0.31 -0.31
```


Record 15
2 unconnected molecules or ions with the total composition C4H7N3O in a non-equilibrium geometry. Source: the OMol25 dataset; level of theory: ωB97M-V/def2-TZVPD.

The calculated total energy is -10777.01306 eV. The value obtained for the largest force on an atom is 5.42 eV/A. Its structure (SMILES) is [H]/N=C(/N)C(C)=O.C#N.

```
15
Properties=species:S:1:pos:R:3:nbo_charge:R:1
H -2.70 0.62 -1.00 0.25
N 0.04 -1.87 0.53 -0.81
H 0.76 2.15 -1.42 0.24
H 2.38 0.16 1.16 0.35
C 0.70 -0.70 0.67 0.36
H 0.36 -2.66 1.06 0.41
H 1.99 1.06 -0.99 0.26
N -3.57 -0.30 0.77 -0.30
C 0.02 0.42 -0.32 0.53
C 1.06 1.49 -0.61 -0.73
H 1.41 2.02 0.27 0.23
H -0.81 -1.85 -0.02 0.41
C -2.89 0.17 -0.05 0.04
N 1.86 -0.70 1.19 -0.71
O -0.61 -0.02 -1.27 -0.53
```


Record 16
2 unconnected molecules or ions with the total composition C4H7N3O in a non-equilibrium geometry. Source: the OMol25 dataset; level of theory: ωB97M-V/def2-TZVPD.

As for the expectation value of S²: 2.02. The calculated total energy is -10772.39856 eV. Its spin multiplicity is 3. The value obtained for the largest force on an atom is 6.59 eV/A.

```
15
Properties=species:S:1:pos:R:3:nbo_charge:R:1
N -1.49 -1.06 1.81 -0.32
H 2.53 0.47 -2.50 0.35
N -2.10 -0.21 -1.38 -0.34
H 0.74 1.93 -0.59 0.20
O -2.85 -0.69 1.59 -0.51
H 2.03 0.08 -1.08 0.34
C -0.28 0.38 0.35 -0.38
C -0.44 -0.57 1.36 0.36
H 3.11 -0.84 -1.68 0.35
N 2.28 -0.33 -1.90 -1.05
H -2.73 -0.28 0.73 0.49
C -1.25 0.13 -0.68 0.25
H 1.37 1.39 1.12 0.20
C 0.62 1.38 0.33 -0.37
H -1.52 -1.78 2.52 0.41
```


Record 17
C4H7N3O2 in the gas phase in a non-equilibrium geometry. Source: the OMol25 dataset; level of theory: ωB97M-V/def2-TZVPD.

The calculated total energy is -12822.06078 eV. The value obtained for the largest force on an atom is 2.71 eV/A. Its structure (SMILES) is COC1=C(NO)CN=N1.

```
16
Properties=species:S:1:pos:R:3:nbo_charge:R:1
H -1.76 1.92 -0.94 0.26
C -1.08 1.67 -0.03 -0.34
O -2.81 -1.00 0.53 -0.60
H -1.42 1.91 1.05 0.28
C -0.81 0.19 -0.14 0.07
H 2.76 -0.81 1.23 0.19
N 0.21 2.29 0.00 -0.13
H 3.05 -0.32 -0.49 0.19
C 0.54 0.15 0.02 0.34
H 3.00 -2.01 -0.15 0.20
N 1.14 1.40 0.09 -0.19
N -1.66 -0.81 -0.54 -0.34
O 1.16 -1.03 -0.14 -0.50
H -3.59 -0.76 -0.02 0.47
C 2.54 -1.06 0.18 -0.26
H -1.27 -1.75 -0.65 0.39
```